Below is C24H34ClN6O2PS3Zr as an isolated structure in a non-equilibrium geometry, with properties calculated with wB97M-V/def2-TZVPD.

```
72
Properties=species:S:1:pos:R:3:forces:R:3:mulliken_charge:R:1
Zr -0.429 0.522 0.992 1.3 0.6 1.4 0.024
N 1.995 0.330 0.516 -0.3 -0.1 -0.7 -0.635
C 2.203 0.057 -0.926 -0.1 -0.2 0.2 0.462
C 2.860 -1.315 -1.127 0.1 0.0 -0.1 -1.170
C 3.108 -1.740 -2.580 0.0 0.1 0.0 -1.113
C 3.928 -0.748 -3.422 0.0 0.0 0.0 -0.732
N 3.055 0.126 -4.206 0.1 -0.2 0.1 0.060
C 3.243 0.525 -5.451 0.1 0.1 0.0 0.875
N 2.278 1.222 -6.058 0.0 0.0 0.0 -0.334
N 4.372 0.270 -6.111 0.0 0.0 -0.1 -0.363
C 0.833 0.063 -1.589 0.2 0.1 -0.1 0.115
O 0.692 0.373 -2.753 -0.3 -0.1 0.0 -0.833
O -0.138 -0.302 -0.786 0.2 -0.5 -1.5 -0.287
H 2.438 1.193 0.794 0.0 0.3 0.1 0.222
H 2.434 -0.391 1.068 0.1 -0.2 0.2 0.341
H 2.807 0.834 -1.386 0.0 0.1 0.0 0.515
H 2.222 -2.069 -0.655 0.1 0.0 0.1 0.451
H 3.813 -1.312 -0.590 0.0 0.0 0.0 0.497
H 2.162 -1.938 -3.089 0.0 0.0 0.0 0.441
H 3.646 -2.687 -2.547 0.0 0.0 0.0 0.457
H 4.578 -1.309 -4.090 0.0 0.0 0.0 0.493
H 4.571 -0.143 -2.778 0.1 0.0 0.0 0.324
H 2.160 0.351 -3.773 -0.1 0.0 0.0 0.109
H 1.406 1.407 -5.592 0.0 0.0 0.0 0.159
H 2.399 1.587 -6.986 0.0 0.0 0.0 0.182
H 5.116 -0.265 -5.702 0.0 0.1 0.0 0.162
H 4.494 0.570 -7.063 0.0 0.0 0.0 0.212
S -2.294 4.617 4.656 0.0 0.0 0.0 -0.147
C -1.700 3.192 4.163 0.0 -0.1 -0.1 -0.119
S -0.092 2.595 4.640 -0.1 0.1 -0.1 -0.084
C -0.248 1.284 3.544 -0.3 0.1 0.4 0.590
N -1.382 1.265 2.880 -0.7 0.2 0.8 -0.335
N -2.258 2.260 3.322 -0.1 -0.1 0.0 0.478
C -3.675 1.994 3.187 0.1 -0.1 0.0 0.021
C -4.550 2.269 4.231 0.1 0.0 0.1 -0.510
C -5.893 1.949 4.101 0.0 0.0 0.1 -0.840
C -6.372 1.364 2.938 0.0 0.0 0.0 -0.852
C -5.492 1.086 1.905 -0.1 0.0 -0.1 -0.633
C -4.146 1.388 2.032 0.0 0.2 0.1 0.676
S 0.903 0.060 3.232 -0.1 0.0 -0.4 -0.377
H -4.194 2.723 5.143 0.0 0.0 0.0 0.475
H -6.566 2.159 4.924 0.1 0.0 -0.1 0.428
H -7.423 1.127 2.842 0.0 0.0 0.0 0.472
H -5.859 0.643 0.987 0.0 0.0 0.0 0.519
H -3.471 1.174 1.223 0.2 0.0 -0.2 0.397
C -1.798 -2.860 -0.288 0.0 0.2 -0.1 -1.339
P -2.158 -1.671 1.049 -0.3 -0.7 0.2 1.330
C -3.942 -1.923 1.299 0.0 0.3 -0.1 -1.414
C -1.486 -2.550 2.512 -0.2 0.1 -0.1 -1.455
H -2.168 -3.845 -0.006 0.0 0.0 0.0 0.513
H -0.727 -2.918 -0.481 0.0 0.0 0.0 0.268
H -2.293 -2.541 -1.205 0.0 0.0 0.0 0.353
H -4.124 -2.986 1.444 0.0 -0.1 0.0 0.553
H -4.498 -1.581 0.426 0.0 0.0 0.0 0.374
H -4.290 -1.371 2.170 0.0 0.0 0.0 0.403
H -1.876 -3.568 2.532 0.0 0.0 0.0 0.478
H -1.797 -2.033 3.420 0.0 0.0 0.0 0.353
H -0.403 -2.584 2.496 0.1 0.0 0.0 0.359
Cl -5.732 3.701 -0.807 0.0 0.0 0.0 -0.166
C -4.069 3.401 -0.490 0.1 -0.1 0.0 0.256
C -3.395 2.442 -1.217 -0.1 -0.1 -0.1 -1.181
C -2.054 2.181 -0.941 0.0 0.1 0.2 0.334
C -1.371 2.891 0.066 0.0 -0.1 -0.2 0.167
C 0.053 2.589 0.355 -0.3 0.1 -0.4 -0.767
C -2.085 3.873 0.771 -0.1 0.0 0.2 -0.660
C -3.410 4.129 0.502 0.0 0.2 0.1 -0.759
H -3.908 1.926 -2.020 0.1 0.0 0.1 0.515
H -1.525 1.498 -1.589 0.1 -0.1 -0.1 0.442
H 0.479 3.274 1.083 0.1 0.0 0.2 0.564
H 0.649 2.600 -0.559 0.1 0.0 0.0 0.596
H -1.576 4.471 1.519 0.0 -0.1 0.0 0.589
H -3.937 4.905 1.044 0.0 -0.1 0.0 0.500
```
Positions in Å, forces in eV/Å.

Properties
**E_HOMO**: -12.732 eV
**Total charge**: +2
**HOMO-LUMO gap**: 0.2662 Ha
**M**: 692.43 g mol⁻¹